Record 1
Formula: C23H47ClN3O7S2
Source: the Open Molecules 2025 dataset
Level of theory: ωB97M-V with the def2-TZVPD basis set

ΔE to the lowest compared entry with this formula, charge and spin	0.0	kJ/mol
charge	+1
strongest force on any atom	0.7	eV/Å
lowest unoccupied orbital energy	-2.72	eV
E	-77602.0372	eV
frontier orbital gap	8.1	eV

Each line ends with the Löwdin charge.
Geometry (Å):
C: -2.29 0.26 2.51  -0.08
C: -2.92 1.63 2.22  -0.23
C: -2.49 2.23 0.86  -0.14
C: -1.64 3.49 1.07  -0.30
C: -0.24 3.18 1.56  -0.02
N: -1.65 4.33 -0.16  0.08
C: -0.95 4.18 -1.35  -0.55
S: 0.15 2.91 -1.80  1.05
C: 1.74 3.54 -1.16  -0.31
C: 2.48 2.44 -0.43  -0.57
O: 2.89 2.55 0.69  0.15
O: 2.66 1.33 -1.19  -0.02
C: 2.05 0.13 -0.68  -0.10
C: 2.40 -1.03 -1.60  -0.31
C: 3.60 -1.84 -1.12  0.00
O: 1.23 -1.86 -1.59  -0.02
C: 1.07 -2.68 -2.68  -0.57
O: 1.03 -2.24 -3.80  0.14
C: 0.91 -4.14 -2.33  -0.45
S: -0.87 -4.52 -2.36  0.75
N: -1.33 5.09 -2.21  0.13
N: -2.26 5.80 -1.56  0.10
C: -2.47 5.38 -0.33  -0.23
C: -3.45 5.94 0.65  -0.60
Cl: -4.55 7.04 -0.20  0.73
C: -2.79 6.65 1.85  -0.26
C: -3.72 6.67 3.07  -0.08
H: -2.12 0.13 3.58  0.06
H: -1.31 0.19 2.03  0.07
H: -2.91 -0.56 2.15  0.08
H: -2.64 2.31 3.03  0.10
H: -4.01 1.56 2.24  0.11
H: -1.87 1.50 0.34  0.11
H: -3.36 2.47 0.25  0.12
H: -2.12 4.10 1.84  0.12
H: -0.32 2.76 2.57  0.10
H: 0.40 4.06 1.60  0.10
H: 0.22 2.40 0.95  0.05
H: 2.33 3.88 -2.02  0.10
H: 1.62 4.38 -0.48  0.09
H: 2.40 -0.06 0.34  0.14
H: 0.96 0.23 -0.65  0.12
H: 2.58 -0.62 -2.60  0.16
H: 3.67 -2.78 -1.67  0.07
H: 3.47 -2.08 -0.06  0.10
H: 4.53 -1.30 -1.27  0.09
H: 1.30 -4.30 -1.33  0.08
H: 1.46 -4.72 -3.07  0.09
H: -0.74 -5.84 -2.17  -0.14
H: -2.73 6.56 -2.03  0.16
H: -4.06 5.11 1.01  0.12
H: -2.55 7.68 1.57  0.11
H: -1.84 6.15 2.09  0.11
H: -4.76 6.66 2.74  0.07
H: -3.58 5.78 3.69  0.08
H: -3.57 7.57 3.66  0.08
C: 7.21 -2.89 -2.91  -0.09
C: 7.11 -4.28 -2.31  -0.32
O: 5.77 -4.62 -1.95  -0.09
H: 6.83 -2.15 -2.20  0.06
H: 8.25 -2.64 -3.15  0.08
H: 6.62 -2.82 -3.82  0.07
H: 7.69 -4.35 -1.39  0.11
H: 7.51 -5.02 -3.01  0.11
H: 5.24 -4.60 -2.76  0.07
C: 1.55 -0.90 5.49  -0.09
C: 0.05 -1.03 5.63  -0.32
O: -0.53 -1.83 4.60  -0.09
H: 1.81 -0.48 4.52  0.07
H: 1.97 -0.27 6.27  0.08
H: 2.03 -1.88 5.56  0.07
H: -0.43 -0.05 5.54  0.10
H: -0.21 -1.44 6.61  0.11
H: -0.14 -2.71 4.65  0.08
C: -3.79 -7.54 -4.32  -0.09
C: -4.22 -7.51 -2.87  -0.33
O: -4.55 -6.19 -2.43  -0.09
H: -2.93 -6.88 -4.48  0.07
H: -3.51 -8.55 -4.63  0.08
H: -4.59 -7.19 -4.98  0.07
H: -3.41 -7.84 -2.22  0.11
H: -5.07 -8.18 -2.71  0.11
H: -5.28 -5.87 -2.98  0.08

---

Record 2
Formula: C23H47NO9S
Source: the Open Molecules 2025 dataset
Level of theory: ωB97M-V with the def2-TZVPD basis set

ΔE to the lowest compared entry with this formula, charge and spin	0.0	kJ/mol
charge	0
SMILES	C=CN[C@H](CCCS(=O)(=O)O)COC.CC(C)=O.CC(C)=O.CC(C)=O.CC(C)=O.CC(C)=O
strongest force on any atom	0.6	eV/Å
lowest unoccupied orbital energy	0.26	eV
E	-55364.5982	eV
frontier orbital gap	8.3	eV

Each line ends with the Löwdin charge.
Geometry (Å):
C: 4.45 2.96 0.96  -0.01
C: 3.64 2.13 0.32  -0.24
N: 2.53 1.47 0.88  0.01
C: 2.40 0.03 0.64  -0.32
C: 0.93 -0.37 0.46  -0.16
C: 0.04 0.00 1.64  -0.18
C: -1.48 -0.19 1.46  -0.21
S: -2.06 -1.40 0.30  0.57
O: -3.47 -1.51 0.47  -0.29
O: -1.55 -1.16 -1.01  -0.27
O: -1.40 -2.75 0.83  -0.15
C: 3.07 -0.81 1.72  -0.20
O: 4.46 -0.63 1.72  -0.17
C: 5.18 -1.82 1.45  -0.09
H: 5.18 3.54 0.43  0.04
H: 4.39 3.08 2.04  0.05
H: 3.77 1.95 -0.74  0.11
H: 2.49 1.69 1.87  0.12
H: 2.91 -0.21 -0.29  0.13
H: 0.56 0.11 -0.44  0.11
H: 0.91 -1.45 0.27  0.11
H: 0.19 1.07 1.82  0.12
H: 0.35 -0.51 2.55  0.11
H: -1.94 -0.49 2.41  0.08
H: -1.98 0.72 1.14  0.10
H: -0.92 -2.60 1.65  0.09
H: 2.82 -1.86 1.56  0.12
H: 2.67 -0.54 2.71  0.13
H: 6.16 -1.56 1.05  0.09
H: 4.67 -2.42 0.69  0.06
H: 5.32 -2.41 2.36  0.09
C: -2.55 2.16 -1.26  -0.02
C: -2.76 3.29 -0.29  -0.50
C: -3.99 4.14 -0.49  -0.02
O: -1.98 3.51 0.61  0.06
H: -1.62 1.64 -1.01  0.06
H: -3.38 1.46 -1.20  0.09
H: -2.49 2.53 -2.29  0.09
H: -4.89 3.53 -0.42  0.08
H: -3.97 4.60 -1.48  0.08
H: -4.02 4.92 0.27  0.08
C: 4.16 -4.33 -3.50  -0.02
C: 4.15 -3.14 -2.58  -0.49
C: 3.01 -2.17 -2.77  -0.01
O: 5.00 -2.97 -1.74  0.06
H: 5.01 -4.97 -3.28  0.08
H: 3.22 -4.88 -3.37  0.06
H: 4.20 -4.01 -4.54  0.09
H: 2.06 -2.69 -2.64  0.07
H: 3.02 -1.77 -3.79  0.09
H: 3.09 -1.36 -2.06  0.06
C: -5.39 -0.41 5.57  -0.02
C: -4.37 -0.67 4.50  -0.49
C: -4.77 -1.53 3.33  -0.01
O: -3.25 -0.20 4.57  0.06
H: -4.97 0.22 6.35  0.08
H: -6.27 0.07 5.14  0.09
H: -5.72 -1.36 6.00  0.09
H: -5.63 -1.10 2.81  0.10
H: -5.06 -2.52 3.69  0.09
H: -3.95 -1.60 2.63  0.04
C: -1.04 -4.61 -1.88  -0.02
C: -0.10 -5.26 -2.86  -0.48
C: -0.30 -6.73 -3.13  -0.02
O: 0.78 -4.62 -3.40  0.06
H: -0.81 -3.56 -1.76  0.06
H: -2.07 -4.72 -2.23  0.09
H: -0.97 -5.11 -0.91  0.09
H: -1.30 -6.90 -3.52  0.09
H: -0.20 -7.30 -2.20  0.09
H: 0.44 -7.08 -3.85  0.08
C: -1.12 8.23 -1.63  -0.03
C: -0.78 6.76 -1.78  -0.50
C: 0.37 6.25 -0.95  -0.02
O: -1.40 6.04 -2.52  0.06
H: -1.96 8.48 -2.27  0.08
H: -1.38 8.45 -0.59  0.08
H: -0.26 8.84 -1.90  0.08
H: 0.16 6.40 0.11  0.09
H: 1.28 6.79 -1.20  0.08
H: 0.51 5.19 -1.14  0.08